Entry 1:
DFT (ωB97M-V/def2-TZVPD) results for the molecule C4H8N2.

Its LUMO energy (spin up / spin down) is -0.99 / -0.98 eV. For the orbital gap (spin up / spin down), the calculation gives 6.037 / 6.041 eV.

Geometry (Å):
C (-1.3110, 0.2031, -0.9550)
N (1.2469, -0.6776, 0.1501)
C (0.4500, -0.7028, 1.1154)
C (0.4793, 0.2319, -1.2275)
C (-0.1859, -0.5124, 2.2289)
N (0.9956, 1.3843, -1.4587)
H (2.2486, -0.8455, 0.2370)
H (1.5680, 1.7267, -0.6898)
H (0.5659, -0.6079, -1.9192)
H (-1.6077, 0.2902, -1.9984)
H (-1.5896, 1.1211, -0.4443)
H (-1.8266, -0.6677, -0.5528)
H (-1.2648, -0.5233, 2.2917)
H (0.2312, -0.4203, 3.2228)

Atom charges from the Mulliken analysis, given in e for atoms 1 to 6: -1.2925, -0.3177, 0.5903, 0.2150, -0.8418, -0.6986

=====

Entry 2:
DFT (ωB97M-V/def2-TZVPD) results for the ion C3H4O2S with charge -2.

Its LUMO energy is 6.37 eV. As for the SMILES: O=C([O-])CC[S-]. Its total charge is -2. For the orbital gap, the calculation gives 5.560 eV.

Geometry (Å):
O (-2.2566, -0.1000, -1.2705)
C (-1.4875, -0.3478, -0.3084)
O (-1.7382, -1.0711, 0.6651)
C (-0.0419, 0.1845, -0.4767)
C (0.9236, 0.1271, 0.6926)
S (2.7380, -0.0833, 0.2389)
H (0.3827, -0.3262, -1.3400)
H (-0.1430, 1.2179, -0.8310)
H (0.7192, -0.6682, 1.3710)
H (0.9038, 1.0670, 1.2591)

Atom charges from the Mulliken analysis, given in e for atoms 1 to 6: -0.7670, 0.4209, -0.7038, -0.3443, -0.5391, -0.8814

=====

Entry 3:
DFT (ωB97M-V/def2-TZVPD) results for a cluster of 2 separate species, C6H10ClNS2 in total.

Its LUMO energy (spin up / spin down) is -0.37 / -0.52 eV. For the orbital gap (spin up / spin down), the calculation gives 7.434 / 7.810 eV.

Geometry (Å):
C (1.0839, -2.7744, 0.7022)
C (-1.3536, 1.1573, -0.8495)
C (-0.3433, 2.2658, -0.5675)
C (-0.4845, -0.0972, -0.9193)
C (0.5804, 1.6363, 0.4725)
C (0.6510, 0.1276, 0.1051)
N (0.6193, -0.6339, 1.3044)
S (2.3502, -2.9164, -0.2215)
S (-0.1297, -3.6672, 1.4167)
Cl (-0.9165, -0.8044, 2.0036)
H (-2.0582, 1.0818, -0.0199)
H (-1.9201, 1.3184, -1.7668)
H (0.2151, 2.5049, -1.4746)
H (-0.8102, 3.1756, -0.1939)
H (-1.0438, -1.0037, -0.6891)
H (-0.0567, -0.2007, -1.9167)
H (1.5700, 2.0863, 0.5020)
H (0.1348, 1.7281, 1.4647)
H (1.6262, -0.1114, -0.3354)
H (0.2858, -4.8730, 0.9831)

Atom charges from the Mulliken analysis, given in e for atoms 1 to 6: 0.4271, -0.5815, -0.5447, -0.7360, -0.7973, 0.0822

=====

Energy relative to the best compared isomer or geometry (same formula, charge and spin) values, unit kJ/mol, following the record order: 626.0, 15.9, 0.0.
F_max values, unit eV/A, following the record order: 2.82, 1.43, 2.95.